Here is one molecule with the formula C3H5NO from the Open Molecules 2025 dataset. Energies are from the ωB97M-V functional and the def2-TZVPD basis.

CARTESIAN COORDINATES (ANGSTROEM)
O: -0.33 -1.56 0.92
C: -0.05 -0.58 0.28
C: 0.92 0.59 0.44
C: 0.07 1.31 -0.68
N: -0.59 -0.04 -0.89
H: 0.94 0.95 1.48
H: 1.93 0.25 0.02
H: 0.70 1.68 -1.56
H: -0.64 2.08 -0.26
H: -1.77 -0.13 -0.99

Results
ΔE to the lowest compared entry with this formula, charge and spin   1.148 eV
Net charge   0
LUMO level   0.869 eV
E   -247.26506 Ha
Kohn-Sham gap   10.65 eV
Highest occupied orbital energy   -9.78 eV

=====

Here is an isolated ion of composition C24H39N4O5 and charge +1 from the Open Molecules 2025 dataset. Energies are from the ωB97M-V functional and the def2-TZVPD basis.

CARTESIAN COORDINATES (ANGSTROEM)
C: 5.45 0.02 3.21
C: 4.62 0.79 2.19
C: 4.15 -0.07 1.02
C: 5.32 -0.54 0.16
C: 3.16 0.73 0.18
N: 2.64 -0.06 -0.94
C: 1.90 0.50 -1.89
O: 1.79 1.70 -2.08
C: 1.08 -0.43 -2.82
N: -0.29 0.14 -2.73
C: 1.10 -1.93 -2.54
C: 0.45 -2.39 -1.21
C: -0.97 -2.91 -1.46
C: 1.29 -3.49 -0.57
C: 1.87 1.09 0.95
O: 1.33 0.33 1.72
N: 1.31 2.24 0.55
C: -0.10 2.49 0.80
C: -0.63 3.41 -0.32
C: -2.15 3.52 -0.35
C: -2.81 2.32 -1.01
O: -2.34 1.74 -1.97
O: -3.94 2.03 -0.42
C: -4.74 0.93 -0.90
C: -4.85 -0.11 0.19
C: -3.79 -0.97 0.44
C: -3.87 -1.90 1.47
C: -5.01 -1.97 2.25
C: -6.07 -1.12 2.00
C: -5.99 -0.19 0.98
C: -0.84 1.15 0.82
N: -1.62 0.93 1.88
O: -0.80 0.37 -0.13
H: 6.38 -0.32 2.78
H: 4.89 -0.85 3.57
H: 5.68 0.65 4.06
H: 5.21 1.63 1.81
H: 3.74 1.20 2.70
H: 3.62 -0.94 1.42
H: 5.97 -1.20 0.73
H: 5.91 0.31 -0.18
H: 4.98 -1.08 -0.72
H: 3.63 1.63 -0.23
H: 2.59 -1.05 -0.77
H: 1.45 -0.26 -3.84
H: -0.31 1.11 -3.07
H: -0.59 0.22 -1.71
H: -0.99 -0.41 -3.25
H: 0.59 -2.44 -3.37
H: 2.14 -2.26 -2.58
H: 0.38 -1.55 -0.52
H: -1.40 -3.25 -0.52
H: -1.63 -2.15 -1.87
H: -0.95 -3.76 -2.14
H: 0.83 -3.81 0.36
H: 2.30 -3.15 -0.34
H: 1.36 -4.35 -1.23
H: 1.74 2.77 -0.19
H: -0.23 2.98 1.77
H: -0.28 3.02 -1.28
H: -0.19 4.39 -0.18
H: -2.57 3.65 0.64
H: -2.43 4.39 -0.96
H: -4.26 0.52 -1.79
H: -5.72 1.34 -1.15
H: -2.90 -0.91 -0.17
H: -3.04 -2.56 1.66
H: -5.07 -2.70 3.04
H: -6.96 -1.18 2.61
H: -6.82 0.48 0.79
H: -2.12 0.06 1.93
H: -1.55 1.49 2.71

Results
ΔE to the lowest compared entry with this formula, charge and spin   0.009 eV
Net charge   +1
LUMO level   -2.113 eV
E   -1533.06138 Ha
Kohn-Sham gap   9.78 eV
Highest occupied orbital energy   -11.89 eV

=====

Here is a 3-piece molecular cluster, C3H13NO2 overall from the Open Molecules 2025 dataset. Energies are from the ωB97M-V functional and the def2-TZVPD basis.

CARTESIAN COORDINATES (ANGSTROEM)
C: -1.98 -0.22 -1.17
C: -0.47 -0.10 -1.06
C: 0.03 0.96 -2.07
N: -0.11 0.32 0.30
H: -2.33 -0.92 -0.44
H: -2.38 0.74 -0.85
H: -2.31 -0.43 -2.18
H: 0.11 -0.99 -1.29
H: 1.11 1.08 -1.94
H: -0.07 0.65 -3.11
H: -0.44 1.92 -1.88
H: -0.86 0.83 0.74
H: 0.72 0.90 0.33
O: 0.50 -1.76 2.34
H: 0.51 -1.35 1.45
H: -0.17 -1.30 2.84
O: 2.61 0.15 2.43
H: 3.43 0.16 2.91
H: 2.10 -0.65 2.65

Results
ΔE to the lowest compared entry with this formula, charge and spin   0.244 eV
Net charge   0
LUMO level   0.958 eV
E   -327.33290 Ha
Kohn-Sham gap   10.46 eV
Highest occupied orbital energy   -9.50 eV

=====

Here is C2H8N4O as an isolated structure from the Open Molecules 2025 dataset. Energies are from the ωB97M-V functional and the def2-TZVPD basis.

CARTESIAN COORDINATES (ANGSTROEM)
C: 1.72 -1.26 -0.16
C: -0.40 -0.03 -0.15
H: 0.76 -2.42 -0.04
H: 2.78 -1.48 0.45
H: 2.14 -1.29 -1.48
H: 1.33 0.96 -0.21
H: -1.46 -1.62 1.18
H: -2.55 0.28 -0.36
H: -0.51 3.00 -0.46
H: 0.15 2.43 1.16
N: 0.95 0.03 0.26
N: -1.26 -1.19 0.14
N: -0.93 1.12 -0.20
N: -0.05 2.26 0.00
O: -2.67 -0.79 -0.13

Results
ΔE to the lowest compared entry with this formula, charge and spin   8.787 eV
Net charge   0
LUMO level   0.710 eV
E   -374.98367 Ha
Kohn-Sham gap   9.48 eV
Highest occupied orbital energy   -8.77 eV

=====

Here is one molecule with the formula C22H31N3O4 from the Open Molecules 2025 dataset. Energies are from the ωB97M-V functional and the def2-TZVPD basis.

CARTESIAN COORDINATES (ANGSTROEM)
C: -0.48 -1.92 3.22
C: 0.89 -1.30 3.26
O: 1.40 -1.30 1.90
C: 2.64 -0.84 1.76
O: 3.37 -0.55 2.67
C: 3.01 -0.67 0.28
C: 2.48 0.71 -0.18
C: 1.14 1.13 0.43
O: 1.11 1.85 1.42
N: 0.04 0.66 -0.18
C: -1.28 0.82 0.41
C: -1.86 2.24 0.25
C: -1.89 2.83 -1.13
C: -0.74 3.27 -1.76
C: -0.83 3.81 -3.04
C: -2.07 3.92 -3.63
N: -3.20 3.53 -3.03
C: -3.09 3.01 -1.82
C: -2.15 -0.38 0.00
C: -3.36 -0.59 0.93
C: -4.57 -0.17 0.10
C: -4.22 -0.65 -1.31
C: -2.71 -0.39 -1.44
C: 4.54 -0.70 0.15
C: 5.08 -2.07 0.52
C: 4.53 -3.13 -0.42
N: 3.10 -2.95 -0.64
C: 2.40 -1.79 -0.57
O: 1.34 -1.67 -1.15
H: -0.90 -1.95 4.23
H: -1.15 -1.34 2.59
H: -0.44 -2.94 2.83
H: 0.88 -0.27 3.60
H: 1.58 -1.87 3.89
H: 3.19 1.47 0.14
H: 2.41 0.72 -1.27
H: 0.20 -0.10 -0.83
H: -1.13 0.72 1.49
H: -2.87 2.23 0.67
H: -1.26 2.88 0.89
H: 0.22 3.20 -1.26
H: 0.06 4.16 -3.56
H: -2.18 4.33 -4.63
H: -4.02 2.71 -1.35
H: -1.48 -1.24 0.12
H: -3.45 -1.64 1.19
H: -3.27 -0.03 1.87
H: -5.51 -0.58 0.47
H: -4.68 0.92 0.10
H: -4.42 -1.72 -1.38
H: -4.80 -0.16 -2.09
H: -2.53 0.56 -1.94
H: -2.23 -1.16 -2.05
H: 4.81 -0.44 -0.88
H: 4.96 0.06 0.81
H: 6.17 -2.09 0.46
H: 4.82 -2.31 1.55
H: 5.05 -3.06 -1.39
H: 4.70 -4.13 -0.03
H: 2.64 -3.63 -1.23

Results
ΔE to the lowest compared entry with this formula, charge and spin   0.602 eV
Net charge   0
LUMO level   0.543 eV
E   -1322.22912 Ha
Kohn-Sham gap   9.58 eV
Highest occupied orbital energy   -9.04 eV